No. 1
This record from the OMol25 dataset describes one molecule with the formula C4H6S2 at a distorted geometry. The level of theory is wB97M-V/def2-TZVPD.

```
! RIJCOSX wB97M-V def2-TZVPD def2/J DEFGRID3
* xyz 0 1
S 0.81197 0.43022 -1.54342
S -1.99218 -0.03997 -0.34443
C -0.45878 -0.94482 0.32347
C 0.76572 -1.09765 -0.59112
C -0.71792 0.52873 0.65245
C 0.23451 1.46788 -0.05668
H -0.24418 2.32129 -0.57145
H 0.58477 -2.03797 -1.17720
H -0.60695 -1.80452 0.99486
H -1.13203 0.79828 1.68609
H 1.07993 1.66851 0.59242
H 1.67514 -1.28999 0.03502
*
```

Values from the calculation:
Max |F|, eV/Å: 2.54
Total energy, hartree: -952.34532
LUMO, eV: 0.82
ΔE to the lowest compared entry with this formula, charge and spin, kcal per mole: 15.10
HOMO-LUMO gap, eV: 9.1
SMILES: C1SC[C@H]2S[C@@H]12


No. 2
This record from the OMol25 dataset describes one molecule with the formula C4H6S3 at a distorted geometry. The level of theory is wB97M-V/def2-TZVPD.

```
! RIJCOSX wB97M-V def2-TZVPD def2/J DEFGRID3
* xyz 0 1
S -1.79631 -0.73965 -1.86335
S 1.79060 -0.75139 -0.45904
S -0.25218 1.72497 -0.12988
C -1.31163 -2.22267 0.28974
C 1.35373 2.49714 0.24669
C -0.95219 -0.94628 -0.38792
C 0.25575 0.01496 -0.25917
H 1.97382 2.25232 1.15835
H -2.25870 -2.36815 -0.35682
H -1.44724 -2.20716 1.58777
H 2.20874 2.46605 -0.39181
H 1.14879 3.57543 0.33996
H -0.71317 -3.29558 0.22549
*
```

Values from the calculation:
Max |F|, eV/Å: 4.18
Total energy, hartree: -1350.44604
LUMO, eV: -1.34
ΔE to the lowest compared entry with this formula, charge and spin, kcal per mole: 63.42
HOMO-LUMO gap, eV: 7.5
SMILES: CSC(=S)C(C)=S


No. 3
This record from the OMol25 dataset describes C4H6S3 as an isolated structure at a distorted geometry. The level of theory is wB97M-V/def2-TZVPD.

```
! RIJCOSX wB97M-V def2-TZVPD def2/J DEFGRID3
* xyz 0 1
S -1.67297 1.20789 -0.34801
S -0.80165 -1.62898 0.18777
S -3.55175 -1.08332 -0.03921
C -2.09396 -0.45183 -0.19222
C -0.12295 1.67494 0.46017
C 1.79929 -1.27915 -0.11127
C 0.57258 -0.89986 -0.65659
H 0.66572 1.04992 0.05613
H 1.87528 -2.28575 0.65776
H 0.17737 2.86006 0.29777
H 2.91509 -0.91082 -0.54829
H 0.48511 -0.10697 -1.51805
H -0.24715 1.85387 1.75404
*
```

Values from the calculation:
Max |F|, eV/Å: 4.98
Total energy, hartree: -1350.42406
LUMO, eV: -0.44
ΔE to the lowest compared entry with this formula, charge and spin, kcal per mole: 77.21
HOMO-LUMO gap, eV: 8.1


No. 4
This record from the OMol25 dataset describes one molecule with the formula C4H6S4 at a distorted geometry. The level of theory is wB97M-V/def2-TZVPD.

```
! RIJCOSX wB97M-V def2-TZVPD def2/J DEFGRID3
* xyz 0 1
S -3.42145 -0.44850 -0.28738
S -1.13917 1.02793 0.98640
S -0.91172 -1.89118 0.02248
S 1.88561 -0.63578 0.02593
C -1.86373 -0.40946 0.19557
C 0.91012 0.50703 -0.94905
C 0.62130 -1.54594 0.90371
C 0.12957 1.55471 -0.18811
H 1.66480 1.03740 -1.49877
H 0.37347 -1.05070 1.85207
H -0.36579 2.24747 -0.87750
H 1.02700 -2.50749 1.08099
H 0.26833 -0.06150 -1.67127
H 0.82165 2.17602 0.40490
*
```

Values from the calculation:
Max |F|, eV/Å: 1.26
Total energy, hartree: -1748.73873
LUMO, eV: -0.64
ΔE to the lowest compared entry with this formula, charge and spin, kcal per mole: 5.62
HOMO-LUMO gap, eV: 8.1
SMILES: S=C1SCCSCS1


No. 5
This record from the OMol25 dataset describes C4H7AgO as an isolated structure at a distorted geometry. The level of theory is wB97M-V/def2-TZVPD.

```
! RIJCOSX wB97M-V def2-TZVPD def2/J DEFGRID3
* xyz 1 2
Ag 2.84051 1.75960 0.13198
O 2.56882 -0.07611 0.03253
C -0.88542 -0.39340 0.14624
C -1.49261 0.62294 -0.80003
C 1.44353 -0.80343 0.21935
C 0.37227 -0.21084 0.88483
H -1.56200 1.61718 -0.33541
H -0.97246 0.62966 -1.76815
H -2.52914 0.33827 -1.03235
H 1.64986 -1.86166 0.43243
H -0.23004 -1.17950 -0.67163
H 0.45747 0.23008 1.88103
H -1.66079 -0.67279 0.87917
*
```

Values from the calculation:
Max |F|, eV/Å: 8.06
Total energy, hartree: -378.36210
LUMO (alpha / beta), eV: -5.19 / -6.14
ΔE to the lowest compared entry with this formula, charge and spin, kcal per mole: 65.46
Expectation value of S²: 0.759
HOMO-LUMO gap (alpha / beta), eV: 8.3 / 8.8


No. 6
This record from the OMol25 dataset describes C4H7AuLiO2 as an isolated structure at a distorted geometry. The level of theory is wB97M-V/def2-TZVPD.

```
! RIJCOSX wB97M-V def2-TZVPD def2/J DEFGRID3
* xyz 2 4
Au -4.56687 1.33015 0.12668
O -2.93144 1.35765 0.10473
O 2.64372 -0.58262 -0.26241
C -0.60907 0.93889 -0.20353
C 1.75737 0.14342 0.15193
C 0.30721 -0.23121 0.16312
C -2.05016 0.57702 -0.22958
Li 3.38090 -2.31482 -0.46155
H 2.99554 -3.39427 0.86863
H -0.39447 1.26486 -1.23870
H -0.46621 1.80993 0.44874
H 2.00198 1.19491 0.40731
H -2.32378 -0.43131 -0.59409
H 0.10467 -0.55536 1.19937
H 0.15062 -1.10725 -0.48066
*
```

Values from the calculation:
Max |F|, eV/Å: 19.19
Total energy, hartree: -449.35876
LUMO (alpha / beta), eV: -8.47 / -10.86
ΔE to the lowest compared entry with this formula, charge and spin, kcal per mole: 17.49
Expectation value of S²: 3.754
HOMO-LUMO gap (alpha / beta), eV: 6.2 / 7.9


No. 7
This record from the OMol25 dataset describes a 2-piece molecular cluster, C4H7BN2O2 overall. The level of theory is wB97M-V/def2-TZVPD.

```
! RIJCOSX wB97M-V def2-TZVPD def2/J DEFGRID3
* xyz 0 1
O 2.60731 1.91775 0.16352
O -3.14557 0.68846 -0.54285
N -1.60610 0.33482 1.11812
N -1.00105 -0.09788 -0.97098
C 1.61770 1.83963 -0.37530
C 1.47970 -1.02776 -0.84475
C -2.05075 0.35651 -0.15513
C -0.24517 -0.12341 1.27085
B 0.15589 -0.40603 -0.25344
H 0.36096 0.63306 1.77869
H -1.19323 -0.14051 -1.95922
H -2.18370 0.65271 1.87754
H 1.79678 -0.52947 -1.75790
H -0.21493 -1.02062 1.90087
H 2.30975 -1.00548 -0.14424
H 1.31242 -2.07178 -1.10578
*
```

Values from the calculation:
Max |F|, eV/Å: 0.87
Total energy, hartree: -441.54429
LUMO, eV: 0.56
ΔE to the lowest compared entry with this formula, charge and spin, kcal per mole: 30.74
HOMO-LUMO gap, eV: 10.2


No. 8
This record from the OMol25 dataset describes a 2-piece molecular cluster, C4H7BNO2P overall at a distorted geometry. The level of theory is wB97M-V/def2-TZVPD.

```
! RIJCOSX wB97M-V def2-TZVPD def2/J DEFGRID3
* xyz 0 1
P 0.83538 1.94485 -1.12681
O -2.98551 -0.63086 0.98381
O -2.50678 0.81441 -0.85799
N 1.05121 0.41863 -0.31406
C 0.19968 -0.48678 0.33912
C 0.89664 -1.61930 0.68663
C 2.30783 -0.10981 -0.18711
C 2.29962 -1.31626 0.40862
B -2.15448 -0.00654 0.13348
H -3.95561 -0.52604 0.77977
H 0.41706 -2.67248 0.84242
H -0.62797 1.88257 -1.00595
H 3.25688 0.35420 -0.37599
H 3.18716 -1.85390 0.48542
H -3.39314 1.00330 -0.83392
H 1.17205 2.80400 0.04256
*
```

Values from the calculation:
Max |F|, eV/Å: 4.05
Total energy, hartree: -728.00654
LUMO, eV: -0.25
ΔE to the lowest compared entry with this formula, charge and spin, kcal per mole: 85.84
HOMO-LUMO gap, eV: 7.7


No. 9
This record from the OMol25 dataset describes one molecule with the formula C4H7BO at a distorted geometry. The level of theory is wB97M-V/def2-TZVPD.

```
! RIJCOSX wB97M-V def2-TZVPD def2/J DEFGRID3
* xyz 0 1
O 0.52438 -2.15411 0.01415
C -1.68442 -0.25933 0.24816
C -0.70260 0.85601 0.14474
C -2.53480 -1.01747 -0.34067
C 0.59439 0.36453 -0.53551
B 1.16547 -0.99606 0.10160
H -1.71896 -0.85272 1.18917
H -1.15403 1.66139 -0.44159
H -0.32222 -2.16760 -0.44485
H 2.18933 -1.03040 0.67720
H 1.31698 1.17865 -0.48897
H -0.46982 1.25158 1.13450
H 0.38019 0.19239 -1.59528
*
```

Values from the calculation:
Max |F|, eV/Å: 1.42
Total energy, hartree: -256.60346
LUMO, eV: -0.13
ΔE to the lowest compared entry with this formula, charge and spin, kcal per mole: 72.33
HOMO-LUMO gap, eV: 10.2


No. 10
This record from the OMol25 dataset describes one molecule with the formula C4H7BO2 at a distorted geometry. The level of theory is wB97M-V/def2-TZVPD.

```
! RIJCOSX wB97M-V def2-TZVPD def2/J DEFGRID3
* xyz 0 1
O 2.21637 -0.24684 1.40794
O 1.81918 -0.39354 -0.96084
C -0.10994 -0.71832 0.52996
C -1.39155 1.21270 -0.81677
C -0.88238 0.69312 0.28325
C -1.50697 -0.94354 0.21512
B 1.40818 -0.65429 0.32164
H -2.10340 -1.64840 0.82849
H -1.69927 -1.18910 -0.82811
H 2.77945 -0.06828 -1.04221
H 3.08953 0.13219 1.16213
H -1.25876 2.26489 -0.67345
H -1.68150 0.49001 -1.56099
H -0.67895 1.06939 1.13384
*
```

Values from the calculation:
Max |F|, eV/Å: 8.60
Total energy, hartree: -331.78421
LUMO (alpha / beta), eV: 0.06 / 0.23
ΔE to the lowest compared entry with this formula, charge and spin, kcal per mole: 138.47
HOMO-LUMO gap (alpha / beta), eV: 7.9 / 6.7


No. 11
This record from the OMol25 dataset describes one molecule with the formula C4H7BO2 at a distorted geometry. The level of theory is wB97M-V/def2-TZVPD.

```
! RIJCOSX wB97M-V def2-TZVPD def2/J DEFGRID3
* xyz 0 1
O 2.88183 1.18778 -0.14629
O 1.75766 -0.85753 0.03082
C -0.78518 -0.89119 -0.00031
C -1.89323 1.39314 -0.00513
C -0.92310 0.37928 -0.00901
C 0.58643 -1.64014 -0.02128
B 1.76362 0.48913 -0.13171
H -2.90996 1.06663 0.28322
H 0.86868 -2.23547 0.92245
H -2.11920 2.10470 -0.95325
H -1.61160 -1.56784 0.14061
H 0.54677 -2.25129 -0.81402
H 3.63791 0.60238 -0.05610
H -1.80063 2.22043 0.76000
*
```

Values from the calculation:
Max |F|, eV/Å: 5.75
Total energy, hartree: -331.85204
LUMO (alpha / beta), eV: 0.15 / 0.16
ΔE to the lowest compared entry with this formula, charge and spin, kcal per mole: 95.91
HOMO-LUMO gap (alpha / beta), eV: 7.8 / 7.8


No. 12
This record from the OMol25 dataset describes a 2-piece molecular cluster, C4H7BO2 overall at a distorted geometry. The level of theory is wB97M-V/def2-TZVPD.

```
! RIJCOSX wB97M-V def2-TZVPD def2/J DEFGRID3
* xyz 0 1
O -1.66425 -2.09013 0.67627
O 3.64216 -0.53008 -0.33547
C 3.68378 0.10278 0.67657
C -1.41327 -1.42204 -0.29455
C -0.09811 -0.74666 -0.56522
C -1.49463 1.61327 0.26463
B -0.30331 0.67769 -0.00651
H 4.52172 0.04185 1.39761
H 0.72921 -1.29987 -0.11616
H -2.14408 1.17810 1.02728
H -1.24021 2.62030 0.59810
H 0.07869 -0.68767 -1.64264
H -2.10380 1.71893 -0.63701
H -2.19388 -1.17646 -1.04290
*
```

Values from the calculation:
Max |F|, eV/Å: 2.37
Total energy, hartree: -331.76569
LUMO (alpha / beta), eV: 0.11 / -0.20
ΔE to the lowest compared entry with this formula, charge and spin, kcal per mole: 150.09
HOMO-LUMO gap (alpha / beta), eV: 8.8 / 6.6


No. 13
This record from the OMol25 dataset describes C4H7Br2N2 as an isolated structure at a distorted geometry. The level of theory is wB97M-V/def2-TZVPD.

```
! RIJCOSX wB97M-V def2-TZVPD def2/J DEFGRID3
* xyz 1 1
Br 3.56167 -0.31436 -4.24013
Br 1.83711 2.37805 -4.26326
N -2.36462 -0.17228 3.12874
N -0.92601 -0.49790 1.57415
C -0.86594 -1.59829 2.39324
C -1.83913 0.36770 2.02489
C 3.19320 1.34064 -5.12459
C -1.78538 -1.39019 3.38682
H -2.10356 1.32666 1.57929
H -2.06604 -2.00509 4.24193
H -0.35206 -0.34644 0.72507
H -3.10407 0.27639 3.69900
H 2.87629 1.12872 -6.16387
H -0.18616 -2.43051 2.21045
H 4.12471 1.93689 -5.17173
*
```

Values from the calculation:
Max |F|, eV/Å: 1.42
Total energy, hartree: -5413.91503
LUMO, eV: -3.45
ΔE to the lowest compared entry with this formula, charge and spin, kcal per mole: 0.00
HOMO-LUMO gap, eV: 8.7


No. 14
This record from the OMol25 dataset describes one molecule with the formula C4H7BrClO5PS. The level of theory is wB97M-V/def2-TZVPD.

```
! RIJCOSX wB97M-V def2-TZVPD def2/J DEFGRID3
* xyz 0 1
Br 2.44765 2.07929 -1.59919
Cl 0.15978 2.26306 0.92345
S 0.53769 -1.27480 1.96950
P -2.61043 0.17393 -0.47641
O 1.06949 -0.44673 3.01648
O -3.30834 -1.04001 0.36904
O -2.59014 -0.52821 -1.94671
O -0.74627 -0.37904 1.38013
O 1.58210 -1.24326 0.70672
C 2.20102 -0.02890 0.24397
C 0.02097 1.11014 -0.42127
C 1.39464 0.62863 -0.87307
C -0.80712 -0.13267 -0.01508
H -0.45058 -1.00623 -0.56817
H -3.28653 -0.84320 1.31197
H 3.15016 -0.33598 -0.19190
H -1.92489 -1.21603 -2.02944
H -0.49668 1.67004 -1.19855
H 2.42285 0.66214 1.05381
H 1.23462 -0.11216 -1.65526
*
```

Values from the calculation:
Max |F|, eV/Å: 0.78
Total energy, hartree: -4306.58326
LUMO, eV: 0.29
HOMO-LUMO gap, eV: 9.8


No. 15
This record from the OMol25 dataset describes one molecule with the formula C4H7BrN2 at a distorted geometry. The level of theory is wB97M-V/def2-TZVPD.

```
! RIJCOSX wB97M-V def2-TZVPD def2/J DEFGRID3
* xyz 0 1
Br -2.10689 1.15288 -0.05915
N 0.31108 -0.15929 1.02126
N -2.43098 -2.31126 0.18063
C 1.33136 0.90847 0.97259
C 0.01733 -0.21463 -1.47082
C -0.53626 -0.37009 -0.07957
C -1.59981 -1.57115 0.06860
H 0.27316 0.89762 -1.61388
H 2.25021 0.42058 0.75956
H 0.95751 1.52193 0.22184
H -0.80886 -0.64362 -2.16895
H -0.03178 -0.54450 1.95231
H 0.94629 -0.62770 -1.61187
H 1.42762 1.54078 1.82745
*
```

Values from the calculation:
Max |F|, eV/Å: 7.44
Total energy, hartree: -2840.07659
LUMO, eV: 0.32
ΔE to the lowest compared entry with this formula, charge and spin, kcal per mole: 12.08
HOMO-LUMO gap, eV: 9.8
SMILES: CN[C@](C)(Br)C#N


No. 16
This record from the OMol25 dataset describes one molecule with the formula C4H7BrN2S at a distorted geometry. The level of theory is wB97M-V/def2-TZVPD.

```
! RIJCOSX wB97M-V def2-TZVPD def2/J DEFGRID3
* xyz 0 3
Br -2.87365 0.40693 0.06852
S -0.03899 -0.92749 1.28182
N -0.17476 -1.55315 -1.30591
N 0.06265 -0.37030 -1.36443
C -1.12614 1.22784 0.23370
C -0.17902 -2.18749 -0.03573
C 1.41804 1.03258 0.01401
C 0.04160 0.29823 -0.09302
H 1.30722 2.04286 -0.60327
H -1.11650 1.51833 1.25890
H -0.94961 2.23683 -0.32251
H 2.31737 0.51063 -0.26645
H 1.65911 1.42008 0.96990
H 0.64483 -2.86494 0.14824
H -0.99214 -2.79092 0.01622
*
```

Values from the calculation:
Max |F|, eV/Å: 7.60
Total energy, hartree: -3238.09796
LUMO (alpha / beta), eV: 0.38 / -3.51
ΔE to the lowest compared entry with this formula, charge and spin, kcal per mole: 31.97
Expectation value of S²: 2.007
HOMO-LUMO gap (alpha / beta), eV: 5.4 / 4.5


No. 17
This record from the OMol25 dataset describes an isolated ion of composition C4H7BrNS and charge +1 at a distorted geometry. The level of theory is wB97M-V/def2-TZVPD.

```
! RIJCOSX wB97M-V def2-TZVPD def2/J DEFGRID3
* xyz 1 1
Br 3.66289 0.83706 0.00310
S 1.88472 -1.68007 -0.19081
N -0.45996 0.40930 -0.12909
C 2.10773 -0.12601 0.38615
C -1.49493 1.40253 -0.30931
C -0.71041 -0.87771 0.05977
C 0.20271 -1.89494 0.10543
H -1.38053 1.90679 -1.26980
H -2.47973 0.94583 -0.26035
H -1.40763 2.15496 0.47884
H -1.75488 -1.14105 0.18049
H 0.46389 0.69001 -0.45034
H -0.12323 -2.91359 0.22393
H 1.48935 0.28688 1.17199
*
```

Values from the calculation:
Max |F|, eV/Å: 2.41
Total energy, hartree: -3183.23741
LUMO (alpha / beta), eV: -6.19 / -6.19
ΔE to the lowest compared entry with this formula, charge and spin, kcal per mole: 55.01
HOMO-LUMO gap (alpha / beta), eV: 6.7 / 6.7